Arrangement a

Here is an isolated molecule of C16H19N3O3 from the OMol25 dataset. Energies are from wB97M-V/def2-TZVPD.

Multiplicity = 1
Structure (SMILES) = N[C@@H](Cc1c[nH]c2ccccc12)C(=O)N1CCC[C@H]1C(=O)O
Charge = 0

Last column: Mulliken charge in e.
Geometry (Å):
O: -4.71 0.10 -0.36  -0.516
O: -4.78 1.29 1.52  -0.586
O: -2.86 -1.68 -1.02  -0.850
N: 3.55 -0.27 -2.47  0.022
N: -2.02 -0.60 0.77  0.138
N: -0.44 -2.27 -2.14  -0.601
C: 1.47 0.14 -1.74  0.346
C: -3.32 -0.64 1.49  -0.553
C: 4.65 2.23 0.03  -0.424
C: -0.97 -0.10 1.65  -0.385
C: -1.45 -0.51 3.04  -0.840
C: -1.88 -1.22 -0.41  0.629
C: -0.48 -1.32 -1.03  -0.112
C: 4.83 1.30 -0.98  -0.914
C: 2.26 1.91 0.03  -0.241
C: 3.69 0.67 -1.48  -0.637
C: -4.35 0.36 0.90  0.654
C: 2.23 -0.59 -2.61  -0.619
C: 0.00 0.07 -1.53  -0.777
C: 3.38 2.53 0.53  -0.814
C: 2.40 0.96 -1.00  1.223
C: -2.97 -0.32 2.93  -0.722
H: -3.26 0.74 3.17  0.299
H: -0.99 0.07 3.83  0.368
H: -1.21 -1.55 3.23  0.340
H: 1.91 -1.35 -3.31  0.458
H: -0.29 0.87 -0.80  0.435
H: 3.27 3.29 1.31  0.377
H: 5.54 2.75 0.41  0.363
H: 5.82 1.10 -1.37  0.377
H: -3.74 -1.66 1.37  0.468
H: 4.29 -0.67 -3.03  0.187
H: -1.26 -2.09 -2.71  0.316
H: 1.26 2.16 0.43  0.262
H: -0.55 -3.21 -1.78  0.286
H: -0.91 0.99 1.58  0.134
H: -3.53 -0.93 3.64  0.403
H: -0.59 0.27 -2.46  0.338
H: 0.01 -0.51 1.39  0.367
H: 0.24 -1.65 -0.30  0.377
H: -4.21 -0.68 -0.73  0.423

---

Arrangement b

Here is an isolated molecule of C16H19N3O3 from the OMol25 dataset. Energies are from wB97M-V/def2-TZVPD.

Multiplicity = 1
Structure (SMILES) = CC1CCN(C(=O)COC(=O)c2n[nH]c3ccccc23)CC1
Charge = 0

Last column: Mulliken charge in e.
Geometry (Å):
O: 0.78 1.96 -0.14  -0.656
O: -0.12 0.76 1.54  -0.343
O: -2.59 2.70 -0.06  -0.679
N: 2.94 -1.78 1.11  0.127
N: 1.83 -1.09 1.35  -0.669
N: -2.37 0.47 -0.28  0.106
C: -5.67 -2.28 -0.38  -1.700
C: 3.67 0.94 -1.04  -0.398
C: -2.11 -0.86 0.24  -0.649
C: -2.13 1.64 0.33  1.015
C: 0.81 1.02 0.61  0.477
C: -3.44 -1.56 0.55  -0.974
C: 1.88 0.01 0.62  -0.014
C: -4.33 -1.62 -0.69  0.667
C: 5.55 -0.59 -1.20  -0.369
C: 3.76 -1.14 0.23  -0.256
C: 5.00 -1.48 -0.30  -0.825
C: 4.90 0.60 -1.56  -0.679
C: -4.52 -0.20 -1.23  -0.780
C: 3.09 0.05 -0.13  1.538
C: -1.23 1.64 1.58  -0.789
C: -3.17 0.46 -1.48  -1.003
H: 3.16 1.84 -1.31  0.510
H: -1.82 1.33 2.46  0.325
H: -3.96 -1.01 1.34  0.280
H: -0.89 2.67 1.71  0.373
H: -5.10 -0.22 -2.15  0.398
H: -6.29 -2.33 -1.27  0.410
H: -3.23 -2.57 0.92  0.377
H: -6.20 -1.72 0.38  0.361
H: -5.52 -3.30 -0.02  0.415
H: -3.82 -2.21 -1.46  0.185
H: -2.63 -0.09 -2.26  0.352
H: -1.57 -1.43 -0.53  0.195
H: 6.52 -0.81 -1.63  0.376
H: -1.50 -0.82 1.13  0.549
H: -5.08 0.39 -0.49  0.281
H: -3.30 1.50 -1.80  0.496
H: 5.38 1.26 -2.27  0.400
H: 5.51 -2.39 -0.02  0.393
H: 3.09 -2.66 1.58  0.179

---

Arrangement c

Here is an isolated molecule of C16H19N3O3 from the OMol25 dataset. Energies are from wB97M-V/def2-TZVPD.

Multiplicity = 1
Structure (SMILES) = O=C(O)[C@H](Cc1c[nH]c2ccccc12)NC(=O)[C@@H]1CCCN1
Charge = 0

Last column: Mulliken charge in e.
Geometry (Å):
O: -2.17 1.73 0.18  -0.579
O: -0.18 -0.11 2.27  -0.692
O: -2.03 0.05 -1.33  -0.598
N: 1.04 -1.15 -4.08  -0.051
N: 0.62 1.45 4.51  -0.422
N: 0.42 1.65 0.91  -0.004
C: 0.74 2.53 5.44  -0.389
C: -0.18 -3.33 -4.37  -0.604
C: 0.01 1.09 -0.38  -0.455
C: -0.86 -4.29 -2.14  -0.502
C: 0.73 -0.82 -1.93  0.879
C: 0.04 2.07 3.29  0.402
C: 1.21 3.78 4.61  -0.493
C: 0.69 -0.35 -0.52  -0.630
C: -0.06 -2.05 -2.31  0.541
C: 1.34 -0.32 -3.07  -0.904
C: -0.50 -3.13 -1.47  -0.179
C: 0.22 -2.20 -3.71  -0.378
C: 0.09 1.06 2.10  0.185
C: -1.48 1.02 -0.53  0.640
C: -0.81 -4.29 -3.57  -0.616
C: 1.01 3.27 3.14  -0.959
H: 2.25 4.35 5.00  0.278
H: -1.27 -5.20 -1.57  0.292
H: 0.76 4.01 2.31  0.338
H: 0.43 1.68 -1.17  0.671
H: -1.00 -5.26 -3.99  0.324
H: 0.23 4.59 4.68  0.175
H: 0.13 -3.43 -5.43  0.348
H: 1.38 -0.97 -5.06  0.277
H: -1.41 -0.75 -1.62  0.317
H: 1.76 -0.33 -0.03  0.312
H: -1.07 2.34 3.34  0.113
H: -0.14 0.70 4.80  0.303
H: -0.21 2.84 6.07  0.197
H: 1.95 2.87 2.89  0.505
H: 1.98 0.61 -3.02  0.336
H: 1.54 2.20 6.22  0.314
H: 0.09 -1.00 0.13  0.236
H: -0.73 -3.11 -0.36  0.256
H: 0.59 2.62 0.91  0.213

---

What should be chosen as the most stable of them? Choose arrangement a.

---

Arrangement a

Here is a cluster of 2 separate species, C7H10 in total from the OMol25 dataset. Energies are from wB97M-V/def2-TZVPD.

Multiplicity = 1
Charge = 0

Last column: Mulliken charge in e.
Geometry (Å):
C: 0.65 -0.07 1.46  -0.757
C: -0.13 -0.90 0.73  0.225
C: 1.20 0.30 -0.86  -0.758
C: 0.18 -0.83 -0.73  -0.258
C: -1.25 -0.72 -0.19  0.014
C: -2.04 0.57 -0.18  -1.360
C: 1.77 0.36 0.58  -0.335
H: -1.39 1.43 0.03  0.312
H: -2.53 0.73 -1.14  0.331
H: 2.27 -1.00 0.77  0.246
H: -1.85 -1.60 -0.42  0.412
H: 0.61 0.22 2.51  0.378
H: -2.82 0.55 0.60  0.340
H: 2.24 1.35 0.86  0.304
H: 1.98 0.10 -1.60  0.307
H: 0.38 -1.76 -1.28  0.335
H: 0.73 1.26 -1.14  0.262

---

Arrangement b

Here is an isolated molecule of C7H10 from the OMol25 dataset. Energies are from wB97M-V/def2-TZVPD.

Multiplicity = 1
Structure (SMILES) = C1[C@@H]2CC3(CC3)[C@H]12
Charge = 0

Last column: Mulliken charge in e.
Geometry (Å):
C: -1.83 0.13 0.76  -0.674
C: 1.48 -0.85 0.79  -0.645
C: 0.50 -0.07 -0.05  0.699
C: -0.45 -0.45 -1.22  -0.816
C: -0.55 0.88 0.50  -0.556
C: 1.97 0.19 -0.19  -0.655
C: -1.49 0.51 -0.64  -0.140
H: -2.13 1.17 -1.22  0.370
H: -2.63 0.70 1.22  0.260
H: -1.80 -0.92 1.06  0.175
H: 1.73 -1.89 0.60  0.248
H: 2.43 -0.19 -1.10  0.247
H: -0.77 -1.49 -1.32  0.282
H: -0.36 1.86 0.93  0.409
H: 2.43 1.08 0.22  0.252
H: 1.53 -0.57 1.84  0.239
H: -0.06 -0.10 -2.18  0.307

---

Arrangement c

Here is an isolated molecule of C7H10 from the OMol25 dataset. Energies are from wB97M-V/def2-TZVPD.

Multiplicity = 1
Structure (SMILES) = C/C=C1/[C@@H]2C[C@]12C
Charge = 0

Last column: Mulliken charge in e.
Geometry (Å):
C: 0.94 -1.37 -0.61  -0.665
C: -0.30 -0.70 -0.12  0.178
C: -2.57 0.27 0.24  -1.098
C: 1.77 -1.23 0.66  -0.639
C: 1.50 1.38 -0.28  -1.551
C: 1.06 0.03 0.15  0.692
C: -1.66 -0.75 -0.40  -0.200
H: 1.12 1.65 -1.20  0.376
H: 2.52 1.33 -0.44  0.459
H: 1.22 -1.70 -1.57  0.324
H: -1.96 -1.51 -1.11  0.398
H: -2.95 -0.27 1.04  0.309
H: 1.36 2.05 0.52  0.389
H: 2.87 -1.34 0.72  0.261
H: -3.28 0.51 -0.49  0.375
H: 1.40 -1.83 1.51  0.184
H: -1.92 1.10 0.70  0.211

---

Arrangement d

Here is an isolated molecule of C7H10 from the OMol25 dataset. Energies are from wB97M-V/def2-TZVPD.

Multiplicity = 1
Structure (SMILES) = C=C/C=C/CC=C
Charge = 0

Last column: Mulliken charge in e.
Geometry (Å):
C: 1.17 0.71 0.27  -0.176
C: 2.67 2.11 1.66  -0.706
C: -2.00 -0.96 -0.94  -0.253
C: 1.74 1.16 1.54  -0.214
C: -0.51 -0.75 -0.90  -0.248
C: 0.01 0.01 0.29  -0.453
C: -2.60 -2.04 -1.43  -0.714
H: -2.08 -3.00 -1.40  0.272
H: -0.24 -0.32 -1.86  0.311
H: -0.03 -1.73 -0.76  0.249
H: 1.31 0.67 2.40  0.282
H: -0.55 -0.03 1.22  0.333
H: 1.42 1.13 -0.69  0.299
H: -3.67 -2.03 -1.61  0.271
H: 3.28 2.33 0.80  0.273
H: -2.62 -0.08 -1.08  0.226
H: 2.69 2.81 2.49  0.247

---

What should be chosen as the most stable of them? Choose arrangement b.

---

Arrangement a

Here is an isolated molecule of C7H10 from the OMol25 dataset. Energies are from wB97M-V/def2-TZVPD.

Multiplicity = 1
Structure (SMILES) = C=CC(=C)C(=C)C
Charge = 0

Last column: Mulliken charge in e.
Geometry (Å):
C: -0.54 0.07 -1.73  -0.846
C: 1.08 1.86 0.21  -0.962
C: 1.97 -0.42 0.73  -1.409
C: 0.96 0.54 0.13  0.519
C: -1.05 -0.80 0.60  -0.255
C: -2.33 -1.11 0.37  -0.685
C: -0.29 -0.08 -0.42  0.503
H: -0.60 -0.89 1.58  0.283
H: 2.98 -0.26 0.36  0.395
H: -1.30 -0.02 -2.50  0.373
H: 1.70 -1.47 0.55  0.363
H: -2.67 -1.29 -0.64  0.251
H: -3.03 -1.17 1.20  0.238
H: 0.34 0.26 -2.38  0.251
H: 1.99 -0.35 1.83  0.347
H: 0.30 2.47 -0.23  0.327
H: 1.93 2.26 0.76  0.309

---

Arrangement b

Here is a structure of composition C7H10 from the OMol25 dataset. Energies are from wB97M-V/def2-TZVPD.

Multiplicity = 1
Charge = 0

Last column: Mulliken charge in e.
Geometry (Å):
C: 1.46 -0.15 1.21  -0.706
C: -1.40 0.54 0.47  -0.657
C: 1.27 -0.74 -0.12  -0.081
C: -0.10 -0.76 -0.82  -0.549
C: -1.57 -0.59 -0.52  -0.509
C: -0.19 0.91 -0.41  0.050
C: 1.23 0.84 0.13  -0.572
H: -2.27 1.19 0.53  0.293
H: -0.01 -1.48 -1.67  0.307
H: -1.13 0.24 1.50  0.159
H: -2.31 -1.38 -0.44  0.456
H: -0.49 1.63 -1.19  0.434
H: 1.94 1.64 -0.08  0.383
H: 0.77 -0.36 2.02  0.175
H: -1.76 0.00 -1.47  0.187
H: 2.51 -0.17 1.48  0.251
H: 2.05 -1.34 -0.60  0.380

---

Arrangement c

Here is a structure of composition C7H10 from the OMol25 dataset. Energies are from wB97M-V/def2-TZVPD.

Multiplicity = 1
Charge = 0

Last column: Mulliken charge in e.
Geometry (Å):
C: -1.51 -0.41 0.10  -0.097
C: 0.33 -1.61 -0.67  -0.482
C: 0.37 -0.32 -1.45  -0.893
C: -0.65 -1.60 0.25  -0.482
C: -0.45 1.08 0.60  -0.192
C: -0.73 0.52 -0.79  -0.091
C: 0.92 1.00 1.22  -1.226
H: 0.13 -0.48 -2.51  0.369
H: 1.32 -0.02 1.17  0.325
H: 1.02 -2.43 -0.86  0.368
H: -1.28 1.18 -1.45  0.404
H: 1.62 1.65 0.68  0.275
H: 1.37 0.15 -1.43  0.299
H: -0.97 2.03 0.77  0.489
H: 0.91 1.31 2.27  0.377
H: -1.54 0.34 1.15  0.149
H: -0.87 -2.40 0.95  0.409

---

What should be chosen as the most stable of them? Choose arrangement a.